(A)
The following is a DFT calculation (ωB97M-V with the def2-TZVPD basis set) of 4 unconnected molecules or ions with the total composition C5H12.

The HOMO energy is -0.3738 hartree. The value obtained for the LUMO energy is 0.63 eV.

```
! wB97M-V def2-TZVPD RIJCOSX def2/J DEFGRID3
* xyz 0 1
C -1.915 -0.740 0.131
C -1.432 0.664 -0.257
C 0.051 0.836 0.095
C 0.925 -0.394 -0.332
C 2.308 -0.126 0.034
H -3.277 -0.421 0.863
H -1.019 -1.474 1.139
H -2.044 -1.611 -1.121
H -1.916 1.577 0.204
H -1.668 0.843 -1.337
H 0.004 1.004 1.192
H 0.511 1.873 -0.177
H 0.569 -1.285 0.204
H 0.858 -0.652 -1.387
H 2.979 -0.909 -0.109
H 2.416 0.018 1.189
H 2.650 0.798 -0.331
*
```

Atomic partial charges in e from the Mulliken method, atoms 1 to 8: -0.791, -0.412, -0.677, 0.013, -1.474, 0.226, 0.227, 0.200

***

(B)
The following is a DFT calculation (ωB97M-V with the def2-TZVPD basis set) of a single C5H12 molecule.

The HOMO energy is -0.3711 hartree. The value obtained for the LUMO energy is 1.21 eV. Its structure (SMILES) is CCC(C)C.

```
! wB97M-V def2-TZVPD RIJCOSX def2/J DEFGRID3
* xyz 0 1
C 1.544 1.244 -0.564
C 1.273 -0.097 0.013
C -0.361 -0.453 -0.318
C -0.788 -1.660 0.630
C -1.411 0.656 0.057
H 2.491 1.671 -0.171
H 0.937 2.043 -0.178
H 1.560 1.232 -1.686
H 1.833 -1.024 -0.355
H 1.464 0.000 1.146
H -0.492 -0.804 -1.357
H -0.004 -2.123 1.215
H -1.442 -2.337 0.046
H -1.334 -1.063 1.286
H -1.498 1.323 -0.801
H -1.348 1.182 1.052
H -2.424 0.211 -0.014
*
```

Atomic partial charges in e from the Mulliken method, atoms 1 to 8: -1.210, -0.448, 0.481, -1.295, -1.645, 0.374, 0.337, 0.275

***

(C)
The following is a DFT calculation (ωB97M-V with the def2-TZVPD basis set) of a single C5H12 molecule.

The HOMO energy is -0.3979 hartree. The value obtained for the LUMO energy is 1.26 eV. Its structure (SMILES) is CCCCC.

```
! wB97M-V def2-TZVPD RIJCOSX def2/J DEFGRID3
* xyz 0 1
C 1.314 0.655 1.592
C 1.363 -0.372 0.590
C -0.001 -0.698 0.023
C -0.698 0.467 -0.728
C -1.891 -0.083 -1.508
H 2.257 1.020 2.088
H 0.786 0.207 2.471
H 0.794 1.529 1.268
H 1.745 -1.348 0.813
H 2.013 -0.114 -0.258
H -0.608 -1.013 0.886
H 0.242 -1.521 -0.689
H -1.192 1.207 -0.061
H 0.138 0.981 -1.283
H -2.354 0.679 -2.157
H -2.726 -0.415 -0.805
H -1.615 -1.029 -2.086
*
```

Atomic partial charges in e from the Mulliken method, atoms 1 to 8: -1.105, -0.532, -0.501, -0.269, -1.162, 0.324, 0.283, 0.296

***

Most stable to least stable: (C), (B), (A)

***

(A)
The following is a DFT calculation (ωB97M-V with the def2-TZVPD basis set) of a molecular structure, C25H28BN8OS2W.

The HOMO energy (spin up / spin down) is -0.1042 / -0.1063 hartree. As for the expectation value of S²: 2.020. The value obtained for the LUMO energy (spin up / spin down) is 2.49 / 2.48 eV.

```
! wB97M-V def2-TZVPD RIJCOSX def2/J DEFGRID3
* xyz -1 3
W -0.571 -0.245 -0.403
C -0.040 -1.165 1.774
N 1.175 -1.399 0.892
C 2.307 -0.488 1.067
C 2.617 0.281 -0.310
N 1.389 0.786 -1.040
C 0.738 1.989 -0.381
C 1.663 1.246 -2.404
C 2.846 1.884 -2.742
C 3.056 2.342 -4.034
C 2.065 2.156 -4.989
C 0.883 1.517 -4.656
C 0.648 1.045 -3.358
S -0.845 0.219 -2.956
C 1.349 -2.810 0.711
C 1.981 -3.597 1.656
C 2.091 -4.967 1.454
C 1.565 -5.529 0.300
C 0.935 -4.741 -0.652
C 0.808 -3.361 -0.474
S 0.037 -2.322 -1.706
H 0.235 -0.977 2.971
H -0.799 0.031 1.239
H -1.121 -2.353 1.659
H 2.085 0.230 1.857
H 3.210 -1.029 1.356
H 3.300 1.102 -0.086
H 3.112 -0.429 -0.969
H 1.630 3.395 -0.554
H -0.495 2.209 -0.815
H 0.647 1.743 1.152
H 3.624 2.042 -2.004
H 3.986 2.833 -4.289
H 2.218 2.499 -6.005
H 0.120 1.356 -5.406
H 2.367 -3.143 2.562
H 2.576 -5.587 2.197
H 1.645 -6.598 0.137
H 0.532 -5.185 -1.554
C -4.767 0.842 -1.623
C -3.545 0.243 -1.969
N -2.686 0.363 -0.973
N -3.317 1.035 0.041
C -4.568 1.331 -0.351
B -2.668 1.428 1.504
N -2.237 0.061 2.330
C -2.535 -0.607 3.564
C -1.868 -1.797 3.922
C -0.936 -2.258 2.885
N -1.289 -0.791 1.775
N -1.343 2.328 1.251
C -0.883 3.692 1.588
C 0.360 4.180 1.170
C 1.009 3.079 0.506
N -0.319 1.710 0.536
H -5.663 0.902 -2.217
H -3.303 -0.264 -2.884
H -5.256 1.863 0.286
H -3.460 2.038 2.160
H -3.269 -0.127 4.195
H -2.028 -2.323 4.845
H -0.289 -3.149 2.850
H -1.576 4.300 2.151
H 0.762 5.160 1.331
H 2.379 2.971 -0.222
O -2.275 -1.196 0.147
*
```

Atomic partial charges in e from the Mulliken method, atoms 1 to 8: 3.349, -0.036, 1.131, -1.505, -0.634, 0.455, 0.086, -0.122

***

(B)
The following is a DFT calculation (ωB97M-V with the def2-TZVPD basis set) of a molecular structure, C25H28BN8OS2W.

The HOMO energy (spin up / spin down) is -0.1231 / -0.1487 hartree. As for the expectation value of S²: 2.018. The value obtained for the LUMO energy (spin up / spin down) is 2.77 / 2.78 eV.

```
! wB97M-V def2-TZVPD RIJCOSX def2/J DEFGRID3
* xyz -1 3
W 0.226 0.335 -0.276
C 0.228 0.291 -2.415
N 1.103 -0.878 -2.441
C 0.530 -2.075 -3.011
C -0.785 -2.488 -2.340
N -0.790 -2.207 -0.906
C -2.144 -1.981 -0.385
C -0.143 -3.234 -0.105
C -0.651 -4.530 -0.140
C -0.112 -5.542 0.633
C 0.961 -5.247 1.468
C 1.467 -3.963 1.514
C 0.933 -2.922 0.736
S 1.707 -1.354 0.790
C 2.457 -0.614 -2.746
C 3.120 -1.287 -3.770
C 4.444 -1.005 -4.083
C 5.117 -0.020 -3.379
C 4.465 0.656 -2.360
C 3.144 0.374 -2.012
S 2.429 1.288 -0.700
H 0.713 1.136 -2.903
H -0.546 2.194 -1.766
H -0.716 0.036 -2.908
H 1.254 -2.885 -2.909
H 0.322 -1.939 -4.085
H -0.933 -3.556 -2.538
H -1.626 -1.960 -2.790
H -2.730 -2.839 -0.030
H -2.741 -1.435 -1.107
H -2.029 -1.355 0.490
H -1.505 -4.745 -0.773
H -0.528 -6.541 0.595
H 1.400 -6.022 2.086
H 2.303 -3.730 2.162
H 2.603 -2.041 -4.347
H 4.933 -1.548 -4.881
H 6.147 0.218 -3.613
H 4.986 1.418 -1.793
C 0.461 3.564 2.650
C 0.994 2.524 1.885
N 0.021 1.751 1.422
N -1.147 2.256 1.872
C -0.899 3.351 2.608
B -2.526 1.584 1.764
N -3.150 1.515 0.350
C -4.345 2.054 0.030
C -4.595 1.807 -1.299
C -3.460 1.095 -1.723
N -2.600 0.936 -0.731
N -2.394 0.193 2.433
C -3.137 -0.368 3.403
C -2.513 -1.529 3.809
C -1.357 -1.591 3.014
N -1.296 -0.550 2.197
H 0.993 4.352 3.154
H 2.021 2.308 1.644
H -1.715 3.883 3.066
H -3.292 2.244 2.422
H -4.922 2.579 0.772
H -5.449 2.112 -1.879
H -3.223 0.709 -2.704
H -4.041 0.110 3.744
H -2.835 -2.217 4.572
H -0.575 -2.334 2.990
O -0.332 2.287 -0.828
*
```

Atomic partial charges in e from the Mulliken method, atoms 1 to 8: 2.045, -1.799, 0.861, -1.559, -1.292, 1.700, -1.621, -0.792

***

Most stable to least stable: (B), (A)

***

(A)
The following is a DFT calculation (ωB97M-V with the def2-TZVPD basis set) of a gas-phase ion, C5H6NO (charge +1).

The HOMO energy (spin up / spin down) is -0.4966 / -0.4921 hartree. The value obtained for the LUMO energy (spin up / spin down) is -8.07 / -8.26 eV.

```
! wB97M-V def2-TZVPD RIJCOSX def2/J DEFGRID3
* xyz 1 1
C -1.086 -1.529 -1.449
C -0.935 -1.106 -2.729
C -0.623 -0.857 -0.209
C -0.027 0.381 0.119
C 1.015 1.453 1.889
N 0.443 0.355 1.350
O -0.200 -1.803 0.878
H -1.763 -2.450 -1.573
H -0.796 -0.969 -3.821
H 0.181 1.267 -0.520
H 1.771 1.111 2.699
H 0.423 2.302 2.397
H 1.596 1.845 0.967
*
```

Atomic partial charges in e from the Mulliken method, atoms 1 to 8: -0.279, -0.019, 0.412, 0.003, -0.603, -0.121, -0.293, 0.393

***

(B)
The following is a DFT calculation (ωB97M-V with the def2-TZVPD basis set) of a gas-phase ion, C5H6NO (charge +1).

The HOMO energy is -0.5576 hartree. The value obtained for the LUMO energy is -7.42 eV.

```
! wB97M-V def2-TZVPD RIJCOSX def2/J DEFGRID3
* xyz 1 1
C 0.404 0.637 -1.445
C 0.165 -0.047 -0.375
C -0.273 -0.806 1.264
C -0.446 -1.448 2.547
C 0.350 1.273 -2.715
N -0.908 0.083 0.594
O 0.807 -0.992 0.479
H 0.479 -2.004 2.985
H -1.320 -2.087 2.470
H -0.907 -0.743 3.306
H 0.131 0.661 -3.629
H 1.102 2.140 -2.730
H -0.778 1.500 -2.594
*
```

Atomic partial charges in e from the Mulliken method, atoms 1 to 8: 0.074, 0.797, 0.810, -1.015, -0.786, -0.540, -0.295, 0.310

***

Most stable to least stable: (B), (A)

***

(A)
The following is a DFT calculation (ωB97M-V with the def2-TZVPD basis set) of 2 unconnected molecules or ions with the total composition C7H14N.

The HOMO energy is -0.5037 hartree. The value obtained for the LUMO energy is -4.27 eV.

```
! wB97M-V def2-TZVPD RIJCOSX def2/J DEFGRID3
* xyz 1 1
C -2.072 -0.054 0.294
C -1.390 -0.446 1.307
C -2.697 0.357 -0.755
C 0.415 -0.653 -0.744
C 0.897 -1.995 -0.583
C 1.825 0.382 0.824
C 0.428 1.875 -0.403
N 0.743 0.467 -0.155
H -1.349 -1.526 1.734
H -0.937 0.194 1.991
H -2.271 0.389 -1.685
H -3.679 0.630 -0.650
H -0.288 -0.423 -1.570
H 0.499 -2.731 -1.202
H 0.488 -2.212 0.474
H 1.927 -2.008 -0.772
H 1.680 -0.234 1.664
H 2.850 -0.011 0.488
H 1.891 1.255 1.403
H 0.533 2.598 0.384
H 1.075 2.300 -1.174
H -0.567 1.847 -0.870
*
```

Atomic partial charges in e from the Mulliken method, atoms 1 to 8: 0.771, -0.933, -0.905, 0.227, -1.275, -1.161, -0.764, 0.198

***

(B)
The following is a DFT calculation (ωB97M-V with the def2-TZVPD basis set) of a gas-phase ion, C7H14N (charge +1).

The HOMO energy is -0.4527 hartree. The value obtained for the LUMO energy is -3.82 eV. Its structure (SMILES) is C=CCC(=C)CC[NH3+].

```
! wB97M-V def2-TZVPD RIJCOSX def2/J DEFGRID3
* xyz 1 1
C 2.335 -0.050 -2.803
C 1.896 0.804 -1.897
C 1.793 0.466 -0.394
C 0.439 -0.204 -0.165
C 0.002 -1.286 -0.815
C -0.423 0.424 0.897
C -1.610 -0.449 1.313
N -2.531 0.345 2.206
H 2.192 -0.009 -3.881
H 2.826 -0.952 -2.478
H 1.457 1.783 -2.069
H 1.883 1.391 0.185
H 2.550 -0.224 -0.015
H -0.777 -1.991 -0.545
H 0.522 -1.687 -1.682
H -0.813 1.419 0.665
H 0.198 0.472 1.836
H -2.252 -0.793 0.500
H -1.421 -1.378 1.865
H -2.962 1.102 1.662
H -3.312 -0.074 2.718
H -1.993 0.890 2.895
*
```

Atomic partial charges in e from the Mulliken method, atoms 1 to 8: -0.810, -0.022, -0.930, 0.522, -1.120, -0.103, -1.009, -0.297

***

Most stable to least stable: (B), (A)